# 1
{
  "formula": "C20H39BN5Pb",
  "method": "wB97M-V/def2-TZVPD",
  "symbols": ["Pb", "B", "H", "H", "H", "H", "C", "C", "C", "C", "N", "H", "H", "H", "H", "H", "H", "H", "C", "C", "C", "C", "N", "H", "H", "H", "H", "H", "H", "H", "C", "C", "C", "C", "N", "H", "H", "H", "H", "H", "H", "H", "C", "C", "C", "C", "N", "H", "H", "H", "H", "H", "H", "H", "C", "C", "C", "C", "N", "H", "H", "H", "H", "H", "H", "H"],
  "positions_angstrom": [[0.24209, 0.96827, -0.23227], [2.02483, 2.31713, 1.25925], [1.00919, 2.58825, 1.01594], [2.60468, 3.09948, 0.79454], [2.22614, 2.43635, 2.31258], [2.15440, 1.28530, 0.97153], [4.48389, -4.55624, -1.34671], [3.00329, -4.74737, -1.06575], [2.44042, -4.09483, 0.17416], [2.00446, -2.75766, -0.06002], [1.65437, -1.66749, -0.25879], [4.73767, -5.17249, -2.20923], [5.12283, -4.74423, -0.48385], [4.71376, -3.50444, -1.51689], [2.77943, -5.81369, -1.03479], [2.39756, -4.46210, -1.92587], [3.09489, -3.86962, 1.01621], [1.56158, -4.65695, 0.49001], [-4.81114, 3.05599, -1.44277], [-4.24193, 3.70424, -2.81410], [-2.87032, 4.19396, -2.75456], [-1.96168, 3.12639, -2.31011], [-1.27897, 2.26780, -1.97664], [-4.19009, 2.27185, -1.00974], [-5.80176, 2.67918, -1.69731], [-5.13716, 3.63847, -0.58107], [-4.88524, 4.48136, -3.22683], [-4.22976, 2.82223, -3.45442], [-2.69247, 4.91778, -1.95922], [-2.47948, 4.49663, -3.72602], [-0.56176, -0.53541, 6.74290], [-0.77774, -0.58677, 5.26789], [0.58455, -0.45741, 4.46411], [0.30206, -0.44705, 3.02671], [0.08220, -0.46810, 1.89361], [-1.36898, -1.05280, 7.26134], [-0.62053, 0.50862, 7.05056], [0.41352, -0.97754, 6.94648], [-1.46712, 0.20714, 4.98055], [-1.15903, -1.58428, 5.04952], [1.27136, -1.30346, 4.48834], [1.22692, 0.40304, 4.65147], [3.69671, 1.54558, -5.89430], [2.55108, 2.24732, -5.34830], [2.68088, 2.97256, -3.96837], [2.47512, 2.12822, -2.79533], [2.28185, 1.45558, -1.83705], [4.16686, 0.79705, -5.25652], [4.48798, 2.29511, -5.88049], [3.58191, 1.35966, -6.96218], [1.68852, 1.58500, -5.27465], [2.29023, 2.95555, -6.13472], [1.90501, 3.73803, -3.95480], [3.65452, 3.45509, -3.88307], [-3.57271, -1.38689, 3.24593], [-2.83116, -2.59439, 2.56761], [-3.14804, -2.69136, 1.10032], [-2.48479, -1.61223, 0.37076], [-1.90404, -0.74112, -0.22250], [-3.54281, -0.50055, 2.61221], [-3.19524, -1.18142, 4.24762], [-4.60382, -1.68745, 3.43187], [-3.01129, -3.57641, 3.00499], [-1.75391, -2.42838, 2.55847], [-4.19313, -2.51343, 0.84691], [-2.82082, -3.63069, 0.65457]],
  "forces_ev_per_a": [[1.23, -0.47, 0.27], [0.79, 0.24, 0.33], [-4.87, 1.54, -0.61], [2.34, 2.28, -2.35], [0.16, 0.07, 4.05], [1.17, -4.17, -1.35], [-0.15, 0.72, 0.25], [0.26, -0.98, -0.50], [-0.35, 0.16, 0.47], [-1.39, 3.15, -1.13], [0.47, -1.50, 0.23], [0.39, 0.20, 0.15], [-0.13, -0.74, 0.02], [-0.14, 0.10, -0.60], [0.22, -0.16, 0.44], [0.10, 0.46, -0.07], [0.54, -1.19, 0.18], [0.10, -0.01, 0.41], [-0.72, 0.74, -0.89], [-2.11, -1.76, 1.81], [2.50, -0.11, 0.94], [-0.07, -0.26, -0.30], [-0.07, 0.28, -0.21], [0.09, -0.16, -0.53], [0.21, -0.71, -0.32], [0.77, 1.08, -0.20], [-0.18, -0.23, 0.16], [-0.33, 0.26, -0.47], [-0.26, 0.76, -0.40], [-0.10, 0.49, 0.09], [0.05, 0.51, 0.45], [1.34, -0.44, -0.81], [-0.73, -0.07, -0.92], [-0.27, 0.42, -0.80], [0.10, 0.05, 1.29], [0.22, -0.13, 0.11], [0.46, -0.08, 0.37], [-0.16, 0.05, 0.60], [0.00, -0.28, -0.42], [-0.27, 0.20, -0.50], [-0.19, -0.40, 0.93], [-0.36, 0.31, 0.31], [2.87, 0.53, 0.08], [-2.34, 0.31, 0.74], [0.11, -0.15, -0.97], [-0.67, -2.48, 3.23], [0.57, 2.41, -3.77], [-0.57, -0.73, -0.42], [0.43, 0.23, -0.27], [-0.09, -0.83, 0.30], [-0.21, -0.05, 0.04], [-0.29, 0.52, 0.46], [0.08, 0.12, 0.25], [0.01, 0.11, 0.09], [0.09, -1.58, 0.07], [0.20, 0.92, 0.46], [-0.40, 0.57, -1.14], [3.26, 4.28, -3.21], [-3.35, -4.42, 2.86], [0.07, 0.01, 0.13], [0.26, 0.14, -0.29], [-0.20, 0.17, -0.34], [-0.21, 0.27, 0.37], [0.13, -0.05, 0.59], [-0.34, -0.49, 0.26], [-0.09, -0.04, 0.00]],
  "relative_energy_kj_mol": 226.2,
  "charge": 1,
  "homo_ev": -11.48,
  "largest_force_ev_per_a": 6.27,
  "spin_multiplicity": 1,
  "gap_ev": 9.3
}


# 2
{
  "formula": "C14H21OTc",
  "method": "wB97M-V/def2-TZVPD",
  "symbols": ["C", "C", "C", "C", "H", "H", "H", "H", "H", "H", "H", "H", "H", "C", "C", "C", "H", "C", "C", "H", "H", "H", "H", "C", "C", "C", "H", "C", "C", "H", "H", "H", "H", "Tc", "O", "H", "H"],
  "positions_angstrom": [[-0.23881, 0.44467, -2.05715], [0.31643, 1.82826, -2.10955], [0.53664, -0.57851, -2.83801], [-1.72043, 0.38457, -2.26614], [0.39772, -0.38707, -3.91948], [0.18842, -1.60353, -2.65510], [1.61760, -0.53657, -2.65102], [0.17726, 2.21844, -3.13299], [1.39303, 1.87086, -1.90744], [-0.21703, 2.51149, -1.43404], [-1.95018, 0.69169, -3.30467], [-2.26102, 1.07281, -1.60121], [-2.12839, -0.62612, -2.13912], [1.72750, -0.27362, 2.44140], [2.02651, -1.00298, 1.23371], [2.07909, -0.07351, 0.14847], [2.28020, -2.05127, 1.17017], [1.88579, 1.24475, 0.70163], [1.70380, 1.11785, 2.11423], [1.64043, 1.92406, 2.83701], [1.66431, -0.67382, 3.44528], [2.27534, -0.31346, -0.89055], [1.90474, 2.17205, 0.14210], [-1.87476, -0.93231, 2.01486], [-0.71050, -1.68470, 2.36195], [-0.19452, -2.27557, 1.15259], [-0.37226, -1.86928, 3.37456], [-0.97305, -1.80546, 0.05174], [-2.02470, -0.97668, 0.59356], [-2.80757, -0.48675, 0.02735], [-2.56289, -0.47994, 2.72117], [0.57669, -3.02949, 1.08507], [-0.81137, -2.05517, -0.99139], [0.08270, -0.16486, 1.02149], [-1.07692, 1.90775, 1.45217], [-1.94986, 1.87441, 1.88594], [-0.59996, 2.61700, 1.92143]],
  "forces_ev_per_a": [[-0.05, 0.06, -1.18], [0.07, 0.20, 0.13], [0.01, -0.05, 0.00], [-0.18, -0.04, 0.11], [0.06, -0.09, 0.22], [0.12, 0.18, -0.11], [-0.28, -0.02, -0.14], [0.03, 0.04, 0.13], [-0.20, -0.01, -0.07], [0.16, -0.10, -0.10], [0.00, -0.06, 0.24], [0.10, -0.11, -0.16], [0.06, 0.20, -0.11], [1.00, 0.68, -0.06], [1.00, 0.49, 0.19], [0.29, 0.56, -0.15], [-0.05, 0.29, 0.04], [0.21, -0.27, 0.32], [0.57, -0.35, -0.69], [-0.28, -0.13, -0.18], [0.01, 0.04, -0.23], [0.12, 0.10, 0.44], [-0.03, -0.18, 0.16], [-0.02, -0.64, -0.71], [-1.09, -0.51, -0.07], [-0.88, -0.59, 0.12], [-0.03, 0.03, -0.26], [-0.63, 0.08, -0.18], [0.10, -0.31, 0.28], [0.18, -0.12, 0.12], [0.29, 0.16, -0.15], [-0.21, 0.20, 0.06], [-0.21, -0.07, 0.41], [0.13, -0.26, 1.54], [-0.53, 0.85, 0.62], [0.34, 0.00, -0.29], [-0.17, -0.28, -0.30]],
  "relative_energy_kj_mol": 0.0,
  "s2": 3.77,
  "charge": 1,
  "homo_ev": [-9.89, -12.11],
  "largest_force_ev_per_a": 1.57,
  "spin_multiplicity": 4,
  "gap_ev": [7.2, 7.7]
}